Version one
{
  "formula": "C2H2Cl4Si",
  "method": "wB97M-V/def2-TZVPD",
  "charge": 0,
  "homo_energy_ev": -9.46,
  "species": ["C", "C", "Si", "Cl", "Cl", "Cl", "Cl", "H", "H"],
  "xyz": [[1.768, 0.066, -0.084], [0.542, -0.240, -0.101], [-1.303, -0.460, 0.111], [-0.341, 2.420, 0.023], [-1.438, -2.395, 0.776], [-1.886, -0.259, -1.817], [-2.036, 0.571, 1.576], [2.260, 1.011, -0.157], [2.434, -0.715, -0.327]]
}

Version two
{
  "formula": "C2H2Cl4Si",
  "method": "wB97M-V/def2-TZVPD",
  "charge": 0,
  "smiles": "Cl[SiH](Cl)Cl.C#CCl",
  "homo_energy_ev": -10.43,
  "species": ["Cl", "Si", "Cl", "Cl", "H", "C", "C", "Cl", "H"],
  "xyz": [[-1.957, -0.197, 1.954], [-1.682, -1.228, 0.314], [-3.105, -0.688, -1.038], [-1.809, -3.220, 0.527], [-0.267, -1.314, -0.019], [2.094, -3.715, 0.168], [2.480, -2.587, 0.098], [3.124, -1.059, -0.261], [1.953, -4.816, 0.424]]
}

The relative energies come out as version one 51.6; version two 0.0, with values in kJ/mol.

Version one
{
  "formula": "C11H15N",
  "method": "wB97M-V/def2-TZVPD",
  "charge": 1,
  "s_squared": 0.77,
  "multiplicity": 2,
  "homo_energy_ev": [-12.94, -13.70],
  "species": ["C", "C", "H", "H", "H", "H", "H", "H", "C", "C", "C", "C", "C", "C", "C", "C", "C", "N", "H", "H", "H", "H", "H", "H", "H", "H", "H"],
  "xyz": [[2.438, -3.251, 2.014], [2.522, -3.493, 3.507], [1.416, -3.286, 1.644], [2.845, -2.292, 1.692], [2.961, -4.057, 1.488], [3.515, -3.306, 3.906], [2.300, -4.549, 3.673], [1.831, -2.872, 4.087], [-0.155, 1.232, 2.145], [-0.762, 0.654, -0.313], [-0.263, 1.515, 0.685], [-0.819, 1.419, -1.506], [-0.065, 2.774, 0.069], [-1.158, -1.358, -1.615], [-1.129, -0.596, -2.771], [-0.918, -0.739, -0.395], [-0.938, 0.807, -2.721], [-0.354, 2.696, -1.187], [-1.456, -2.391, -1.628], [-1.233, -0.986, -3.774], [-1.077, -1.239, 0.558], [-0.912, 1.392, -3.625], [0.664, 1.824, 2.550], [0.055, 0.184, 2.293], [0.220, 3.711, 0.503], [-0.246, 3.495, -1.795], [-1.080, 1.486, 2.663]]
}

Version two
{
  "formula": "C11H15N",
  "method": "wB97M-V/def2-TZVPD",
  "charge": 1,
  "s_squared": 0.77,
  "multiplicity": 2,
  "homo_energy_ev": [-13.18, -13.16],
  "species": ["C", "C", "C", "C", "C", "C", "C", "C", "C", "N", "H", "H", "H", "H", "H", "H", "H", "H", "H", "C", "C", "H", "H", "H", "H", "H", "H"],
  "xyz": [[-0.758, -0.298, 2.722], [-1.002, 0.477, 0.056], [-1.006, 0.662, 1.543], [-1.399, 1.863, -0.315], [-1.489, 1.941, 1.928], [-0.756, -0.499, -0.925], [-1.023, -0.101, -2.288], [-1.321, 1.226, -2.648], [-1.427, 2.218, -1.674], [-1.671, 2.695, 0.750], [-0.295, -1.551, -0.819], [-0.781, -0.808, -3.099], [-1.599, 1.412, -3.675], [0.282, -0.504, 2.635], [-1.265, -1.338, 2.547], [-1.765, 2.115, 2.921], [-1.454, 3.662, 0.627], [-1.788, 3.309, -1.895], [-1.128, 0.104, 3.658], [2.980, -2.211, -0.942], [2.512, -1.944, 0.479], [2.405, -1.602, -1.630], [4.057, -1.860, -1.139], [2.677, -3.337, -1.334], [3.229, -2.010, 1.342], [1.648, -2.693, 0.747], [2.136, -0.928, 0.427]]
}

The relative energies come out as version one 0.0; version two 207.0, with values in kJ/mol.

Version one
{
  "formula": "C21H26N2O2",
  "method": "wB97M-V/def2-TZVPD",
  "charge": 0,
  "smiles": "C#CCN(CC=C)C(=O)[C@H]1CCC(=O)N(CCCc2ccccc2)C1",
  "homo_energy_ev": -8.82,
  "species": ["C", "C", "C", "N", "C", "C", "C", "C", "O", "C", "C", "C", "C", "O", "N", "C", "C", "C", "C", "C", "C", "C", "C", "C", "C", "H", "H", "H", "H", "H", "H", "H", "H", "H", "H", "H", "H", "H", "H", "H", "H", "H", "H", "H", "H", "H", "H", "H", "H", "H", "H"],
  "xyz": [[2.115, 3.132, 0.081], [2.786, 2.266, -0.399], [3.593, 1.179, -0.933], [3.881, 0.165, 0.066], [5.196, 0.234, 0.684], [5.403, 1.541, 1.385], [6.430, 2.342, 1.171], [2.978, -0.728, 0.536], [3.266, -1.533, 1.402], [1.595, -0.703, -0.110], [1.611, -1.495, -1.438], [0.667, -2.699, -1.386], [-0.712, -2.250, -0.944], [-1.731, -2.470, -1.570], [-0.680, -1.564, 0.220], [-1.880, -0.959, 0.750], [-1.944, 0.542, 0.457], [-3.243, 1.163, 0.984], [-4.442, 0.606, 0.269], [-4.746, 1.031, -1.018], [-5.827, 0.502, -1.700], [-6.621, -0.461, -1.101], [-6.328, -0.890, 0.182], [-5.246, -0.359, 0.861], [0.587, -1.330, 0.865], [1.533, 3.908, 0.482], [3.084, 0.733, -1.794], [4.548, 1.589, -1.275], [5.967, 0.077, -0.078], [5.236, -0.587, 1.406], [4.632, 1.803, 2.096], [6.550, 3.269, 1.702], [7.206, 2.093, 0.464], [1.292, 0.331, -0.293], [2.622, -1.850, -1.657], [1.296, -0.849, -2.260], [1.047, -3.443, -0.683], [0.586, -3.163, -2.369], [-1.924, -1.138, 1.829], [-2.724, -1.459, 0.268], [-1.090, 1.045, 0.920], [-1.882, 0.687, -0.623], [-3.325, 0.971, 2.056], [-3.199, 2.244, 0.835], [-4.131, 1.785, -1.489], [-6.050, 0.841, -2.701], [-7.463, -0.877, -1.633], [-6.943, -1.642, 0.654], [-5.022, -0.699, 1.863], [0.436, -0.665, 1.716], [1.009, -2.266, 1.249]]
}

Version two
{
  "formula": "C21H26N2O2",
  "method": "wB97M-V/def2-TZVPD",
  "charge": 0,
  "homo_energy_ev": -7.61,
  "species": ["C", "C", "C", "C", "O", "C", "C", "C", "C", "C", "C", "H", "H", "H", "C", "O", "N", "C", "C", "C", "C", "C", "C", "N", "C", "C", "H", "C", "H", "C", "H", "H", "H", "H", "H", "H", "H", "H", "H", "H", "H", "H", "H", "H", "H", "H", "H", "H", "H", "H", "H"],
  "xyz": [[2.888, 4.797, -6.796], [2.097, 3.790, -5.792], [2.854, 3.739, -4.365], [2.043, 2.896, -3.535], [2.705, 2.802, -2.468], [2.284, 2.229, -1.377], [1.077, 1.545, -1.424], [0.929, 0.501, -0.312], [1.731, 0.531, 0.819], [2.730, 1.332, 0.918], [3.302, 2.236, -0.054], [4.178, 2.775, -0.169], [3.300, 1.236, 1.664], [1.460, -0.035, 1.803], [-0.339, -0.339, -0.504], [-0.879, -0.358, -1.558], [-1.118, -0.659, 0.670], [-2.156, -1.362, 0.893], [-2.987, -1.744, 0.046], [-4.192, -2.263, 0.270], [-4.322, -2.956, 1.406], [-3.364, -2.524, 2.501], [-2.201, -1.945, 2.288], [-1.244, -1.590, 3.199], [0.188, -2.782, 2.963], [-0.345, -3.929, 3.847], [0.443, -4.400, 3.981], [-1.029, -3.382, 5.082], [-2.071, -3.844, 5.112], [-1.625, -1.887, 4.580], [-0.826, -1.227, 5.149], [-2.540, -1.765, 4.660], [-0.556, -3.336, 5.940], [-0.995, -4.595, 3.082], [0.086, -2.809, 1.839], [0.934, -2.048, 3.535], [-3.508, -3.323, 3.385], [-5.373, -3.264, 1.817], [-4.894, -2.502, -0.535], [-2.786, -1.060, -1.003], [-0.681, -0.330, 1.670], [0.584, 1.620, -2.173], [2.015, 2.007, -4.015], [0.963, 3.370, -3.506], [3.988, 3.472, -4.675], [2.790, 4.740, -4.041], [1.961, 2.842, -6.281], [0.966, 4.205, -5.769], [2.563, 4.689, -7.800], [4.046, 4.502, -7.025], [3.062, 5.731, -6.465]]
}

The relative energies come out as version one 0.0; version two 1239.4, with values in kJ/mol.

Version one
{
  "formula": "C3H4N2S2",
  "method": "wB97M-V/def2-TZVPD",
  "charge": 0,
  "smiles": "CS/C(C#N)=N\\S",
  "homo_energy_ev": -9.17,
  "species": ["C", "S", "C", "C", "N", "N", "S", "H", "H", "H", "H"],
  "xyz": [[-2.173, -1.384, 0.231], [-0.243, -1.260, -0.191], [-0.058, 0.523, -0.071], [-1.268, 1.311, 0.035], [-2.168, 2.078, -0.065], [1.111, 1.063, 0.042], [2.409, 0.043, 0.061], [-2.931, -0.957, -0.665], [-2.485, -0.704, 1.041], [-2.384, -2.485, 0.399], [1.533, -1.070, 0.280]]
}

Version two
{
  "formula": "C3H4N2S2",
  "method": "wB97M-V/def2-TZVPD",
  "charge": 0,
  "homo_energy_ev": -9.08,
  "species": ["C", "C", "C", "H", "H", "H", "H", "N", "N", "S", "S"],
  "xyz": [[0.708, -0.039, 0.062], [0.714, 1.299, 0.126], [-1.267, 0.840, -0.144], [2.459, -1.191, 1.274], [1.664, 1.926, 0.167], [-2.336, 0.952, 0.032], [-1.468, -2.242, -1.131], [-0.532, 1.797, -0.098], [-0.660, -0.383, -0.221], [2.164, -1.134, -0.173], [-1.445, -1.825, 0.106]]
}

Version three
{
  "formula": "C3H4N2S2",
  "method": "wB97M-V/def2-TZVPD",
  "charge": 0,
  "smiles": "S=C1NCC=NS1",
  "homo_energy_ev": -8.38,
  "species": ["S", "C", "N", "C", "C", "N", "S", "H", "H", "H", "H"],
  "xyz": [[0.045, 2.186, -0.782], [0.007, 0.649, -0.233], [-0.635, -0.145, -1.142], [-0.872, -1.434, -0.701], [0.285, -2.138, 0.102], [0.804, -1.513, 1.156], [0.283, 0.063, 1.363], [-0.739, 0.089, -2.200], [-1.992, -1.737, -0.428], [-0.758, -2.000, -1.607], [0.529, -3.199, -0.166]]
}

Version four
{
  "formula": "C3H4N2S2",
  "method": "wB97M-V/def2-TZVPD",
  "charge": 0,
  "smiles": "C=N/N=C\\C(=S)S",
  "homo_energy_ev": -9.12,
  "species": ["C", "N", "N", "C", "C", "S", "S", "H", "H", "H", "H"],
  "xyz": [[0.158, -1.313, 1.414], [0.833, -1.185, 0.268], [1.493, 0.118, -0.114], [0.783, 1.054, -0.705], [-0.797, 1.178, -0.534], [-1.866, 2.329, -0.057], [-1.497, -0.230, -1.426], [0.315, -0.611, 2.243], [-0.348, -2.209, 1.517], [1.385, 1.994, -1.109], [-0.458, -1.123, -1.495]]
}

The relative energies come out as version one 91.9; version two 0.0; version three 66.1; version four 218.9, with values in kJ/mol.

Version one
{
  "formula": "C22H23N3O4",
  "method": "wB97M-V/def2-TZVPD",
  "charge": 0,
  "smiles": "O=C(CCN1N=C(c2ccccc2)CCC1=O)NC[C@@H]1COc2ccccc2O1",
  "homo_energy_ev": -8.42,
  "species": ["O", "C", "C", "C", "N", "N", "C", "C", "C", "C", "C", "C", "C", "C", "C", "C", "O", "N", "C", "C", "C", "O", "C", "C", "C", "C", "C", "C", "O", "H", "H", "H", "H", "H", "H", "H", "H", "H", "H", "H", "H", "H", "H", "H", "H", "H", "H", "H", "H", "H", "H", "H"],
  "xyz": [[0.879, -3.460, 1.921], [0.923, -3.220, 0.729], [-0.263, -3.566, -0.163], [-0.403, -2.838, -1.497], [-0.561, -1.402, -1.336], [-1.784, -1.029, -0.885], [-2.011, 0.176, -0.525], [-3.343, 0.484, -0.011], [-4.410, -0.373, -0.294], [-5.675, -0.100, 0.185], [-5.899, 1.028, 0.959], [-4.847, 1.878, 1.254], [-3.578, 1.614, 0.773], [-0.948, 1.241, -0.611], [-0.009, 0.912, -1.769], [0.407, -0.541, -1.753], [1.492, -0.948, -2.131], [2.026, -2.715, 0.134], [3.155, -2.315, 0.939], [3.151, -0.811, 1.244], [1.810, -0.341, 1.812], [1.819, 1.046, 2.059], [2.314, 1.775, 1.004], [2.023, 3.131, 0.937], [2.471, 3.888, -0.129], [3.203, 3.291, -1.144], [3.513, 1.946, -1.078], [3.083, 1.180, 0.000], [3.436, -0.138, 0.032], [-0.204, -4.640, -0.357], [-1.160, -3.394, 0.436], [-1.303, -3.207, -1.998], [0.459, -3.005, -2.145], [-4.222, -1.247, -0.896], [-6.492, -0.768, -0.044], [-6.889, 1.243, 1.332], [-5.014, 2.753, 1.864], [-2.766, 2.278, 1.028], [-1.390, 2.226, -0.766], [-0.395, 1.270, 0.334], [0.884, 1.537, -1.755], [-0.524, 1.078, -2.722], [2.001, -2.331, -0.804], [3.107, -2.875, 1.875], [4.076, -2.553, 0.402], [3.941, -0.582, 1.976], [1.595, -0.834, 2.761], [1.013, -0.583, 1.095], [1.442, 3.568, 1.734], [2.241, 4.941, -0.171], [3.542, 3.876, -1.985], [4.086, 1.457, -1.848]]
}

Version two
{
  "formula": "C22H23N3O4",
  "method": "wB97M-V/def2-TZVPD",
  "charge": 0,
  "smiles": "CCOc1ccc(Nc2cc3n(c(=O)n2)CCc2cc(OC)c(OC)cc2-3)cc1",
  "homo_energy_ev": -7.54,
  "species": ["C", "C", "O", "C", "C", "C", "C", "N", "C", "C", "C", "N", "C", "O", "N", "C", "C", "C", "C", "C", "O", "C", "C", "O", "C", "C", "C", "C", "C", "H", "H", "H", "H", "H", "H", "H", "H", "H", "H", "H", "H", "H", "H", "H", "H", "H", "H", "H", "H", "H", "H", "H"],
  "xyz": [[-9.642, -0.005, -0.062], [-8.167, 0.358, 0.013], [-7.423, -0.830, -0.173], [-6.063, -0.763, -0.150], [-5.317, 0.394, 0.045], [-3.934, 0.351, 0.049], [-3.267, -0.853, -0.143], [-1.877, -0.972, -0.151], [-0.914, -0.031, 0.010], [0.441, -0.458, -0.052], [1.421, 0.486, 0.110], [1.059, 1.775, 0.313], [-0.309, 2.179, 0.370], [-0.562, 3.349, 0.555], [-1.239, 1.225, 0.211], [2.074, 2.794, 0.470], [3.191, 2.569, -0.540], [3.740, 1.190, -0.321], [5.092, 0.906, -0.453], [5.581, -0.369, -0.221], [6.881, -0.740, -0.323], [7.830, 0.229, -0.695], [4.684, -1.392, 0.170], [5.252, -2.606, 0.404], [4.421, -3.668, 0.800], [3.338, -1.106, 0.286], [2.850, 0.180, 0.034], [-4.016, -2.015, -0.338], [-5.392, -1.972, -0.342], [-9.886, -0.728, 0.712], [-9.867, -0.444, -1.029], [-10.250, 0.885, 0.077], [-7.916, 1.087, -0.769], [-7.935, 0.800, 0.992], [-5.799, 1.346, 0.197], [-3.359, 1.248, 0.200], [-1.541, -1.913, -0.304], [0.684, -1.487, -0.255], [2.478, 2.750, 1.490], [1.574, 3.756, 0.333], [2.791, 2.656, -1.555], [3.968, 3.323, -0.415], [5.760, 1.703, -0.738], [7.878, 1.047, 0.032], [7.621, 0.638, -1.689], [8.787, -0.290, -0.714], [3.674, -3.903, 0.035], [3.917, -3.455, 1.749], [5.083, -4.523, 0.930], [2.650, -1.872, 0.601], [-3.514, -2.961, -0.489], [-5.975, -2.866, -0.493]]
}

The relative energies come out as version one 0.0; version two 24.9, with values in kJ/mol.

Version one
{
  "formula": "H3NP2",
  "method": "wB97M-V/def2-TZVPD",
  "charge": 0,
  "smiles": "[H]/P=N/P",
  "homo_energy_ev": -8.92,
  "species": ["H", "P", "N", "P", "H", "H"],
  "xyz": [[0.394, 2.383, -0.559], [-0.064, 1.679, 0.545], [0.324, 0.224, -0.043], [0.349, -1.344, 0.279], [0.005, -1.622, -0.957], [-1.007, -1.320, 0.735]]
}

Version two
{
  "formula": "H3NP2",
  "method": "wB97M-V/def2-TZVPD",
  "charge": 0,
  "smiles": "N#P.P",
  "homo_energy_ev": -10.14,
  "species": ["N", "P", "P", "H", "H", "H"],
  "xyz": [[3.085, -0.477, 0.461], [2.113, 0.360, -0.235], [-0.792, 0.025, -0.419], [-1.909, -0.780, -0.361], [-1.569, 1.150, -0.469], [-0.928, -0.277, 1.023]]
}

The relative energies come out as version one 0.0; version two 31.1, with values in kJ/mol.